#1
C3H8N2S | the ωB97M-V functional and the def2-TZVPD basis

## Properties
Highest occupied orbital energy (alpha / beta) ... -8.6 / -8.6 eV
Kohn-Sham gap (alpha / beta) ... 8.705 / 8.708 eV
Total charge ... 0

Positions of all 14 atoms, in Å:
C (2.27974, 1.17022, -0.26059)
C (-1.17791, -0.69921, 1.40929)
C (-0.96241, -0.39790, -0.10777)
N (0.92776, -0.21439, -2.00380)
N (1.71178, 0.56625, 0.62715)
S (0.65546, -1.06242, -0.68633)
H (2.83982, 2.03878, -0.17341)
H (2.25574, 0.75277, -1.22937)
H (-0.58918, -1.65133, 1.54941)
H (-0.92392, 0.10725, 2.08474)
H (-2.27013, -0.91782, 1.51698)
H (-0.88746, 0.68277, -0.12321)
H (-1.72286, -0.94621, -0.65265)
H (1.47779, -0.66909, -2.71026)

***

#2
C3H8N2S | the ωB97M-V functional and the def2-TZVPD basis

## Properties
Highest occupied orbital energy ... -9.0 eV
Kohn-Sham gap ... 9.849 eV
SMILES ... [H]/N=C(\C)NSC
Total charge ... 0

Positions of all 14 atoms, in Å:
H (-1.21309, 1.89181, 2.25916)
N (-0.45250, 1.44676, 1.90106)
C (-0.62435, 0.96472, 0.73990)
C (-1.96005, 0.72875, -0.05669)
N (0.51874, 0.65652, 0.15674)
S (0.79776, -0.54078, -1.11769)
C (0.98046, -2.29027, -0.32268)
H (-2.75539, 1.38182, 0.51770)
H (-2.24680, -0.32396, -0.11645)
H (-1.73943, 0.99350, -1.11026)
H (1.22848, 1.11392, 0.66194)
H (0.13162, -2.23742, 0.31526)
H (2.13235, -2.35270, 0.01974)
H (0.85796, -2.95660, -1.23178)

***

Which structure is the most stable? The one labeled #2.

***

#1
C5H10NO | the ωB97M-V functional and the def2-TZVPD basis

## Properties
Highest occupied orbital energy (alpha / beta) ... -10.5 / -16.6 eV
Kohn-Sham gap (alpha / beta) ... 7.024 / 9.621 eV
Total charge ... +1
2S+1 ... 3
Expectation value of S² ... 2.01

Positions of all 17 atoms, in Å:
C (1.00740, 1.18857, -0.20409)
C (1.96239, 0.21316, -0.34812)
C (1.23620, -1.07339, -0.25201)
C (-0.24399, -0.71772, -0.18155)
C (-1.42603, 1.45415, -0.43905)
N (-0.26209, 0.58805, -0.24643)
O (-1.22080, -1.53234, -0.30017)
H (0.93998, 2.20065, 0.10066)
H (2.98012, 0.17286, -0.57450)
H (-1.25072, -1.17564, 2.30983)
H (1.30104, -1.89953, -0.96729)
H (1.71053, -1.45236, 0.58166)
H (-0.80744, -0.47271, 2.28466)
H (-2.21932, 0.94381, -0.87848)
H (-1.24772, 2.34735, -1.05084)
H (-1.68199, 1.65082, 0.59120)
H (-0.77755, -2.43574, -0.42549)

***

#2
C5H10NO | the ωB97M-V functional and the def2-TZVPD basis

## Properties
Highest occupied orbital energy (alpha / beta) ... -9.7 / -15.6 eV
Kohn-Sham gap (alpha / beta) ... 5.245 / 7.298 eV
Total charge ... +1
2S+1 ... 3
Expectation value of S² ... 2.01

Positions of all 17 atoms, in Å:
C (0.86468, 1.24686, -0.37941)
C (1.62888, 0.24381, -0.05033)
C (-2.18001, 0.94292, 0.07379)
C (-1.33242, -0.23001, -0.38304)
C (2.02017, -0.84438, 0.56569)
N (-0.64710, -1.06399, 0.32527)
O (2.50569, -1.99726, 0.02468)
H (1.30005, 2.21987, -0.67883)
H (-2.34451, 0.94847, 1.17316)
H (-1.70801, 1.99536, -0.28866)
H (-3.17908, 1.02673, -0.40610)
H (-0.14342, 1.19664, -0.38308)
H (-1.17278, -0.19437, -1.49225)
H (2.30666, -0.83577, 1.56285)
H (-0.89585, -1.06253, 1.33773)
H (0.16826, -1.59333, -0.16395)
H (2.80880, -1.99901, -0.83752)

***

#3
C5H10NO | the ωB97M-V functional and the def2-TZVPD basis

## Properties
Highest occupied orbital energy (alpha / beta) ... -9.4 / -14.8 eV
Kohn-Sham gap (alpha / beta) ... 4.982 / 6.058 eV
Total charge ... +1
2S+1 ... 3
Expectation value of S² ... 2.01

Positions of all 17 atoms, in Å:
C (-2.32111, -2.07602, 0.02723)
C (-0.34840, -0.42371, -0.44511)
C (2.09739, 2.31159, -0.01127)
C (0.77211, 0.27524, -0.44853)
C (1.14756, 1.65476, -1.00176)
N (-2.37848, -2.73181, 0.96082)
O (-2.09435, -3.25793, 2.11183)
H (-0.48600, -1.46961, -0.26487)
H (-2.81567, -1.44250, -0.51374)
H (-1.21763, -0.06508, -0.92787)
H (1.54632, 2.57959, 0.78313)
H (2.41959, 3.18499, -0.48118)
H (2.94186, 1.62389, 0.42694)
H (-2.84136, -3.51588, 2.75968)
H (1.67785, -0.24263, 0.09242)
H (1.68226, 1.44705, -1.91989)
H (0.21807, 2.14806, -1.14782)

***

Which structure is the most stable? The one labeled #1.

***

#1
C4H6 | the ωB97M-V functional and the def2-TZVPD basis

## Properties
Highest occupied orbital energy ... -7.9 eV
Kohn-Sham gap ... 6.690 eV
SMILES ... C=CC=C
Total charge ... 0

Positions of all 10 atoms, in Å:
C (1.78156, 1.00088, -0.08574)
C (0.49178, -0.18393, -0.50155)
C (-0.54852, -0.24427, 0.35403)
C (-1.89444, -0.68375, 0.09161)
H (2.29498, 1.11246, 0.84946)
H (2.15738, 1.57453, -0.93021)
H (1.60073, -0.46742, -0.31638)
H (-0.20828, 0.03388, 1.31920)
H (-2.59674, -0.67551, 0.84177)
H (-2.23031, -0.91157, -0.91399)

***

#2
C4H6 | the ωB97M-V functional and the def2-TZVPD basis

## Properties
Highest occupied orbital energy ... -9.4 eV
Kohn-Sham gap ... 10.430 eV
SMILES ... CC#CC
Total charge ... 0

Positions of all 10 atoms, in Å:
C (-2.11590, 0.01726, 0.02291)
C (-0.59306, -0.26116, -0.05928)
C (0.60584, -0.40633, 0.01472)
C (2.02315, 0.06848, 0.03625)
H (-2.41481, 0.08744, 1.02065)
H (-2.24696, 1.03929, -0.47564)
H (-2.60246, -0.85419, -0.42340)
H (2.11655, 1.07673, -0.22530)
H (2.69414, -0.22830, 0.81273)
H (2.53350, -0.53922, -0.72364)

***

#3
C4H6 | the ωB97M-V functional and the def2-TZVPD basis

## Properties
Highest occupied orbital energy ... -9.1 eV
Kohn-Sham gap ... 10.047 eV
SMILES ... CC#CC
Total charge ... 0

Positions of all 10 atoms, in Å:
C (2.03147, 0.08239, -0.00524)
C (0.66260, 0.05702, -0.05904)
C (-0.50018, 0.17308, -0.20290)
C (-1.98268, 0.11364, -0.00870)
H (2.53691, 1.10478, 0.12524)
H (2.29128, -0.58905, 0.72144)
H (2.35171, -0.53926, -0.82092)
H (-2.35507, -0.92953, -0.69033)
H (-2.30825, -0.52754, 1.04170)
H (-2.72779, 1.05446, -0.10125)

***

#4
C4H6 | the ωB97M-V functional and the def2-TZVPD basis

## Properties
Highest occupied orbital energy ... -9.4 eV
Kohn-Sham gap ... 10.711 eV
SMILES ... CC1C=C1
Total charge ... 0

Positions of all 10 atoms, in Å:
C (1.31509, -0.03328, -0.16423)
C (-0.13666, -0.39855, -0.15241)
C (-1.14849, -0.05835, 0.85145)
C (-1.37931, 0.56912, -0.24629)
H (1.42433, 0.96332, 0.29901)
H (1.67923, 0.19165, -1.16550)
H (1.91454, -0.86876, 0.17023)
H (-0.20525, -1.43952, -0.74939)
H (-1.55038, -0.26205, 1.77138)
H (-1.91308, 1.33643, -0.61424)

***

Which structure is the most stable? The one labeled #2.

***

#1
C3H5IN | the ωB97M-V functional and the def2-TZVPD basis

## Properties
Highest occupied orbital energy ... -12.9 eV
Kohn-Sham gap ... 8.782 eV
SMILES ... [NH3+]CC#CI
Total charge ... +1

Positions of all 10 atoms, in Å:
N (0.14285, 0.44392, 1.22515)
C (-0.42572, 0.82097, -0.12008)
C (-0.01073, -0.28601, -1.02990)
C (0.15090, -1.46081, -1.57883)
I (0.78574, -3.10473, -2.54771)
H (-0.02525, -0.45607, 1.64205)
H (-0.02198, 1.06675, 2.05354)
H (1.12573, 0.47620, 1.30424)
H (-1.55571, 0.79516, -0.31348)
H (-0.16582, 1.70462, -0.63498)

***

#2
C3H5IN | the ωB97M-V functional and the def2-TZVPD basis

## Properties
Highest occupied orbital energy (alpha / beta) ... -14.0 / -14.0 eV
Kohn-Sham gap (alpha / beta) ... 8.443 / 8.443 eV
Total charge ... +1

Positions of all 10 atoms, in Å:
C (0.53051, -2.33625, -0.13761)
C (0.24398, -1.15938, -0.04551)
C (-0.42849, 0.10781, -0.10653)
N (0.30209, 1.28539, 0.50004)
I (-2.54588, 0.04228, 0.28295)
H (0.82358, -3.34284, -0.40045)
H (-0.12997, 0.77535, -1.80373)
H (1.37692, 1.24275, 0.33831)
H (0.08551, 1.33577, 1.44341)
H (-0.25826, 2.04911, -0.07089)

***

Which structure is the most stable? The one labeled #1.

***

#1
C6H6O2 | the ωB97M-V functional and the def2-TZVPD basis

## Properties
Highest occupied orbital energy ... -9.0 eV
Kohn-Sham gap ... 9.005 eV
SMILES ... C#C/C(C=O)=C/OC
Total charge ... 0

Positions of all 14 atoms, in Å:
C (3.01265, -1.22418, -0.04528)
C (2.08110, -0.56407, -0.03106)
C (0.71877, 0.11401, 0.11660)
C (0.66254, 1.53910, 0.17702)
O (-0.35834, 2.20724, -0.29015)
C (-0.46922, -0.50584, -0.04842)
O (-1.69482, -0.12841, 0.15678)
C (-2.63270, -1.20218, -0.01949)
H (3.64381, -2.12507, -0.01682)
H (1.57860, 2.15415, 0.74373)
H (-0.43156, -1.60452, -0.66491)
H (-2.04001, -2.07500, -0.61386)
H (-3.59883, -0.71606, -0.53745)
H (-2.96568, -1.20521, 1.25999)

***

#2
C6H6O2 | the ωB97M-V functional and the def2-TZVPD basis

## Properties
Highest occupied orbital energy ... -8.2 eV
Kohn-Sham gap ... 7.715 eV
SMILES ... C=C(C=C=O)C(C)=O
Total charge ... 0

Positions of all 14 atoms, in Å:
C (-1.07312, -1.56828, 0.44476)
C (0.07796, -0.90812, 0.28763)
C (1.39200, -1.17561, -0.08146)
C (2.00198, 0.03874, -0.27007)
O (2.97454, 0.65733, -0.50044)
C (0.07130, 0.77184, 0.33899)
C (-1.02910, 1.51313, -0.36486)
O (0.80830, 1.30424, 1.14931)
H (-1.23845, -2.51720, -0.04592)
H (-1.91100, -1.16010, 0.98741)
H (1.81377, -2.12995, -0.36049)
H (-0.58424, 2.27762, -1.00330)
H (-1.66593, 0.85866, -0.95375)
H (-1.63801, 2.03770, 0.37221)

***

Which structure is the most stable? The one labeled #2.

***

#1
C6H16N4 | the ωB97M-V functional and the def2-TZVPD basis

## Properties
Highest occupied orbital energy ... -16.2 eV
Kohn-Sham gap ... 9.458 eV
SMILES ... [NH3+]NCCC[C@@H]1C=[NH+]NC1
Total charge ... +2

Positions of all 26 atoms, in Å:
N (0.03252, -0.29267, 3.62322)
N (-0.14040, -0.90794, 2.33174)
C (1.15757, -0.96827, 1.60994)
C (0.88538, -1.30689, 0.16546)
C (1.02534, -0.18615, -0.90439)
C (-0.23145, 0.65558, -0.99417)
C (-1.37283, -0.14821, -1.51284)
N (-1.80933, 0.40005, -2.58071)
N (-1.18061, 1.50468, -3.00278)
C (-0.17650, 1.87247, -2.02052)
H (0.21803, 0.74402, 3.58794)
H (0.86669, -0.59780, 4.16894)
H (-0.83967, -0.38663, 4.22391)
H (-0.43249, -1.88572, 2.46988)
H (1.89177, -1.58569, 1.93687)
H (1.43915, 0.07991, 1.69493)
H (-0.09133, -1.67227, -0.01453)
H (1.51756, -2.17239, -0.08677)
H (1.98421, 0.43387, -0.78853)
H (1.12300, -0.65725, -1.88557)
H (-0.42938, 1.06351, 0.00656)
H (-1.56277, -1.17349, -1.25021)
H (-2.54112, 0.01261, -3.08460)
H (-1.63951, 2.11480, -3.78765)
H (-0.50713, 2.85774, -1.46932)
H (0.81330, 2.20212, -2.43679)

***

#2
C6H16N4 | the ωB97M-V functional and the def2-TZVPD basis

## Properties
Highest occupied orbital energy (alpha / beta) ... -13.8 / -13.8 eV
Kohn-Sham gap (alpha / beta) ... 8.160 / 8.154 eV
Total charge ... +2

Positions of all 26 atoms, in Å:
C (7.54057, -1.41496, -0.23272)
C (6.68757, -1.56615, -1.20127)
C (6.65269, 0.68507, 0.22246)
C (8.50009, -0.05624, 1.61274)
C (3.53382, 0.88914, -0.70814)
C (-10.64831, 0.48825, 0.22441)
N (7.53781, -0.25111, 0.54865)
N (4.84611, 1.15746, -1.26477)
N (5.90482, 0.51255, -0.81199)
N (-10.79243, -0.85980, -0.38006)
H (8.26843, -2.16231, 0.06646)
H (6.29720, -2.08970, -2.03311)
H (-10.05374, -1.48984, -0.04008)
H (6.61664, 1.57975, 0.83609)
H (9.26768, -0.82352, 1.55990)
H (8.98227, 0.91610, 1.52073)
H (8.01480, -0.12064, 2.58755)
H (3.17518, 1.77386, -0.17769)
H (2.82660, 0.64404, -1.49847)
H (3.58613, 0.05671, -0.00652)
H (-10.70681, 0.42133, 1.30839)
H (-9.68824, 0.92035, -0.05068)
H (-11.44199, 1.14343, -0.12793)
H (4.87957, 1.34418, -2.26041)
H (-10.72711, -0.80250, -1.40497)
H (-11.70465, -1.26966, -0.13501)

***

Which structure is the most stable? The one labeled #2.

***

#1
C4H8N3O | the ωB97M-V functional and the def2-TZVPD basis

## Properties
Highest occupied orbital energy (alpha / beta) ... -10.9 / -13.5 eV
Kohn-Sham gap (alpha / beta) ... 7.454 / 6.185 eV
Total charge ... +1
2S+1 ... 3
Expectation value of S² ... 2.01

Positions of all 16 atoms, in Å:
C (0.61696, 1.80813, 0.24987)
C (2.24969, 0.33417, -0.69827)
C (-0.32110, 0.88704, 0.96756)
C (-1.31208, 0.01159, 0.54232)
N (1.58291, 1.44133, -0.55919)
N (1.95529, -0.64039, 0.12208)
N (-1.51019, -0.13561, -0.73602)
O (2.42495, -1.90529, 0.51755)
H (0.42474, 2.83268, 0.62357)
H (2.83184, 0.24283, -1.54999)
H (-1.86920, -0.40863, 1.32359)
H (-0.69403, 1.26642, 2.04181)
H (-2.29498, -0.86500, -0.96886)
H (1.15416, -0.36286, 0.80459)
H (-1.21464, 0.59276, -1.31222)
H (3.34739, -2.24642, 0.27551)

***

#2
C4H8N3O | the ωB97M-V functional and the def2-TZVPD basis

## Properties
Highest occupied orbital energy (alpha / beta) ... -10.5 / -14.7 eV
Kohn-Sham gap (alpha / beta) ... 7.279 / 6.146 eV
Total charge ... +1
2S+1 ... 3
Expectation value of S² ... 2.02

Positions of all 16 atoms, in Å:
C (0.76157, 1.51927, -0.01904)
C (-2.80626, -0.30306, -0.04372)
C (1.49560, -0.49381, 1.12625)
C (1.04643, -0.69498, -1.14206)
N (0.85264, 2.70531, -0.00974)
N (-3.91794, -0.61174, 0.20818)
N (1.05454, 0.26766, -0.01884)
O (-1.68100, 0.02139, -0.08438)
H (0.78081, -1.39278, 1.12495)
H (2.52097, -0.77235, 0.90675)
H (1.26034, 0.04740, 2.04954)
H (0.53843, -0.21927, -1.99917)
H (2.05323, -1.13957, -1.42160)
H (0.49157, -1.54330, -0.74714)
H (0.27226, 3.42278, 0.35530)
H (-4.72318, -0.81296, -0.28527)

***

Which structure is the most stable? The one labeled #2.